No. 1
This record from the Open Molecules 2025 dataset describes a 2-piece molecular cluster, C5H11N overall. The level of theory is ωB97M-V with the def2-TZVPD basis set.

As for the expectation value of S²: 0.760. Its electronic energy is -251.4149 a.u. As for the LUMO energy (alpha / beta): -5.6 / -9.2 eV. Its frontier orbital gap (alpha / beta) is 0.2753 / 0.1395 hartree. The HOMO energy (alpha / beta) comes out at -0.4810 / -0.4781 hartree. The calculation puts the energy relative to the best compared isomer or geometry (same formula, charge and spin) at 108.1 kcal per mole.

ORCA input file:
```
! RIJCOSX wB97M-V def2-TZVPD def2/J DEFGRID3
* xyz 1 2
C -1.11 -0.78 0.97
C -0.37 -2.02 1.05
C 0.92 -2.14 0.69
H -0.55 -0.21 0.31
H -2.13 -0.79 0.58
H -1.14 -0.44 1.96
H -0.99 -2.89 1.33
H 1.39 -3.20 0.56
H 1.49 -1.43 0.22
C -0.59 2.20 -1.41
C 1.32 1.14 -0.34
N 0.39 2.00 -0.27
H -0.32 3.16 -1.87
H -1.52 2.31 -0.92
H -0.49 1.40 -2.10
H 1.98 0.92 0.52
H 1.72 0.78 -1.28
*
```

***

No. 2
This record from the Open Molecules 2025 dataset describes an isolated ion of composition C5H11N2 and charge +1. The level of theory is ωB97M-V with the def2-TZVPD basis set.

Its structure (SMILES) is C[C@H]1CC=N[C@H]1[NH3+]. Its electronic energy is -306.3267 a.u. As for the LUMO energy: -3.4 eV. Its frontier orbital gap is 0.4134 hartree. The HOMO energy comes out at -0.5395 hartree. The calculation puts the energy relative to the best compared isomer or geometry (same formula, charge and spin) at 35.6 kcal per mole.

ORCA input file:
```
! RIJCOSX wB97M-V def2-TZVPD def2/J DEFGRID3
* xyz 1 1
C -0.62 -1.40 -0.48
C -0.53 0.16 -0.55
C -1.58 0.84 0.39
C -0.71 1.40 1.39
N 0.53 1.45 1.17
C 0.85 0.86 -0.17
N 2.08 0.03 0.14
H -0.35 -1.91 0.43
H 0.06 -1.88 -1.28
H -1.65 -1.64 -0.57
H -0.90 0.35 -1.61
H -2.30 0.17 0.77
H -2.17 1.58 -0.08
H -0.96 1.71 2.42
H 1.10 1.49 -0.93
H 1.76 -0.44 1.01
H 2.66 0.65 0.74
H 2.37 -0.56 -0.57
*
```